(1)
Entry from OMol25: an isolated molecule of C3H8N2S3 (ωB97M-V/def2-TZVPD).

CARTESIAN COORDINATES (ANGSTROEM)
N  -1.558  -1.308  0.444
C  -2.298  -0.059  0.563
S  1.746  -0.489  0.386
H  -1.298  -1.251  -1.404
H  3.032  1.144  -1.182
H  3.277  -0.656  -1.607
H  -1.095  -1.725  1.247
H  0.513  0.354  -1.646
H  -3.551  -0.972  -1.268
S  -3.698  0.077  -0.458
H  4.055  0.081  -0.266
H  -2.664  0.082  1.619
S  -0.842  1.219  0.278
C  3.101  0.096  -0.747
N  -0.643  -1.246  -0.612
C  0.269  0.002  -0.600

HOMO level ... -0.31346 Eh
LUMO ... 0.7 eV
Total charge ... 0
SMILES ... CS[C@H]1NN[C@H](S)S1

(2)
Entry from OMol25: an isolated molecule of C3H8N2S3 (ωB97M-V/def2-TZVPD).

CARTESIAN COORDINATES (ANGSTROEM)
S  0.421  1.333  1.547
C  -2.522  -1.649  0.574
H  1.261  3.174  0.074
H  -1.956  -2.164  1.475
H  -0.157  -1.043  1.015
H  -2.512  -2.312  -0.225
H  1.811  -0.317  -0.945
C  1.455  2.069  0.072
C  -0.227  -0.027  0.614
H  0.124  1.878  -1.662
S  -1.839  0.028  0.070
H  -3.598  -1.630  0.892
N  0.986  1.501  -1.082
H  3.129  2.686  1.351
N  0.910  0.163  -1.031
S  3.178  1.735  0.365

HOMO level ... -0.30140 Eh
LUMO ... 0.6 eV
Total charge ... 0

Most stable pick: (1). Distance to second place: 0.0516 hartree.

(1)
Entry from OMol25: an isolated molecule of CH2F3NOS (ωB97M-V/def2-TZVPD).

CARTESIAN COORDINATES (ANGSTROEM)
F  1.172  1.449  -0.947
S  -0.605  -0.195  -0.109
F  -0.786  -1.335  -1.275
H  1.101  -0.468  -1.768
F  1.964  -0.431  0.011
C  1.074  0.102  -0.826
O  -1.806  1.271  -0.255
N  -0.471  -0.775  1.259
H  -1.249  -0.911  1.831

HOMO level ... -0.39101 Eh
LUMO ... -0.7 eV
Total charge ... 0
SMILES ... N=[S@](=O)(F)C(F)F

(2)
Entry from OMol25: an isolated molecule of CH2F3NOS (ωB97M-V/def2-TZVPD).

CARTESIAN COORDINATES (ANGSTROEM)
F  1.628  1.349  1.005
H  -1.769  -0.687  -0.570
C  1.080  0.723  -0.034
O  0.689  -2.012  -0.418
N  -1.413  -0.124  0.129
S  0.523  -0.982  0.578
H  0.120  1.052  -0.415
F  -2.848  0.132  0.722
F  1.990  0.549  -0.997

HOMO level (spin up / spin down) ... -0.37033 / -0.37104 Eh
LUMO (spin up / spin down) ... -1.8 / -1.9 eV
Total charge ... 0

Most stable pick: (1). Distance to second place: 0.0222 hartree.

(1)
Entry from OMol25: an isolated molecule of CH5O2P (ωB97M-V/def2-TZVPD).

CARTESIAN COORDINATES (ANGSTROEM)
O  -1.566  0.403  -0.276
H  1.668  -0.432  1.314
O  0.357  -0.593  -1.184
H  -1.663  1.398  -0.279
H  1.783  1.286  0.366
C  -0.352  -0.199  -0.019
H  -0.369  -1.151  -1.609
H  -0.624  -1.308  0.465
P  0.766  0.595  1.222

HOMO level ... -0.36064 Eh
LUMO ... 0.7 eV
Total charge ... 0
SMILES ... OC(O)P

(2)
Entry from OMol25: a structure of composition CH5O2P (ωB97M-V/def2-TZVPD).

CARTESIAN COORDINATES (ANGSTROEM)
H  0.717  1.760  0.219
H  1.375  -1.815  0.197
H  -0.208  -0.856  0.586
H  1.262  -0.731  1.649
H  -2.432  1.171  -0.880
O  -2.093  0.411  -1.438
C  0.913  -0.808  0.712
O  -0.851  0.299  -0.619
P  1.317  0.570  -0.427

HOMO level ... -0.34160 Eh
LUMO ... -1.0 eV
Total charge ... 0

Most stable pick: (1). Distance to second place: 0.1552 hartree.

(1)
Entry from OMol25: a structure of composition C3H6O2S2 (ωB97M-V/def2-TZVPD).

CARTESIAN COORDINATES (ANGSTROEM)
H  2.278  2.182  -0.273
C  -0.387  -0.037  0.229
H  -2.717  1.666  0.337
C  0.402  1.096  0.012
O  1.096  -1.930  0.178
H  0.069  1.943  -0.526
H  -0.882  -2.029  0.802
H  -0.830  -1.638  -0.891
C  -0.255  -1.464  0.146
S  -2.684  0.394  -0.136
S  2.203  0.945  -0.512
O  0.081  0.761  1.256
H  1.625  -1.889  -0.622

HOMO level ... -0.34187 Eh
LUMO ... -0.3 eV
Total charge ... 0

(2)
Entry from OMol25: an isolated molecule of C3H6O2S2 (ωB97M-V/def2-TZVPD).

CARTESIAN COORDINATES (ANGSTROEM)
H  -0.275  -3.002  2.469
O  -0.221  -3.043  0.203
C  -0.043  -2.058  0.863
H  0.713  -0.810  -0.660
H  -1.656  -0.157  -0.051
S  -0.510  1.962  -0.263
H  -1.049  0.518  1.442
O  -0.127  -2.076  2.221
H  1.271  -0.378  0.893
S  0.908  1.541  -1.761
C  -0.775  0.299  0.407
H  1.102  2.830  -2.063
C  0.370  -0.700  0.369

HOMO level ... -0.30740 Eh
LUMO ... 0.3 eV
Total charge ... 0
SMILES ... O=C(O)CCSS

(3)
Entry from OMol25: an isolated molecule of C3H6O2S2 (ωB97M-V/def2-TZVPD).

CARTESIAN COORDINATES (ANGSTROEM)
H  -1.448  -1.192  0.383
C  1.074  1.293  -0.795
H  0.251  -1.773  1.101
H  -1.366  -2.170  1.782
C  -0.451  1.237  1.058
S  -1.036  0.047  2.229
O  0.480  0.662  0.350
C  -0.774  -1.475  1.180
H  1.891  1.866  -0.583
O  -1.075  2.303  1.076
H  1.432  0.493  -1.527
H  0.364  1.899  -1.339
S  -1.005  3.926  0.492

HOMO level ... -0.28288 Eh
LUMO ... 0.3 eV
Total charge ... 0

Most stable pick: (2). Distance to second place: 0.1333 hartree.

(1)
Entry from OMol25: an isolated molecule of C5H4S (ωB97M-V/def2-TZVPD).

CARTESIAN COORDINATES (ANGSTROEM)
S  2.478  0.494  1.166
C  -1.226  0.005  -2.056
H  -1.824  -0.222  -3.048
H  0.464  -0.497  2.351
H  1.405  0.812  -0.963
H  -1.519  -0.495  1.633
C  -0.800  0.030  -0.937
C  1.357  0.376  -0.028
C  -0.358  -0.453  1.555
C  0.022  -0.050  0.326

HOMO level ... -0.33071 Eh
LUMO ... -1.2 eV
Total charge ... 0
SMILES ... C#CC(=C)C=S

(2)
Entry from OMol25: a cluster of 2 separate species, C5H4S in total (ωB97M-V/def2-TZVPD).

CARTESIAN COORDINATES (ANGSTROEM)
H  1.217  0.951  1.823
C  1.441  1.284  0.726
C  0.490  1.086  -0.213
C  -1.404  -1.157  -0.389
H  -1.802  -2.781  -1.847
S  2.967  2.037  0.391
C  -0.881  -0.359  0.561
H  -0.551  -0.446  1.515
C  -1.739  -1.880  -1.303
H  0.263  1.265  -1.265

HOMO level (spin up / spin down) ... -0.33581 / -0.31841 Eh
LUMO (spin up / spin down) ... -1.0 / -2.1 eV
Total charge ... 0

Most stable pick: (1). Distance to second place: 0.1293 hartree.

(1)
Entry from OMol25: a structure of composition C32H29IIrN3O (ωB97M-V/def2-TZVPD).

CARTESIAN COORDINATES (ANGSTROEM)
C  -1.982  4.704  0.239
H  1.442  -2.680  0.935
C  -4.215  -2.454  -1.368
C  -0.130  -2.880  -2.028
C  -1.454  2.890  -1.323
H  -3.121  6.355  -0.557
H  1.292  -4.104  -0.114
C  -1.971  -0.893  -0.728
C  -2.675  5.394  -0.778
H  -1.541  1.547  -4.965
C  -3.577  -2.609  -0.143
O  -0.836  -0.685  1.930
C  2.179  -0.506  -2.045
H  -1.678  -0.269  2.156
H  -2.322  0.013  -2.643
H  -0.215  0.386  -3.249
H  -0.173  -1.862  3.503
H  3.205  0.594  0.374
C  2.026  -1.933  -1.589
H  3.539  -0.983  -3.637
C  -0.041  -0.854  3.108
C  2.772  2.153  -2.637
C  1.415  -0.627  2.800
N  1.713  -0.124  1.610
H  3.012  3.189  -2.842
C  1.879  1.840  -1.622
H  -3.939  -3.346  0.562
H  -0.297  -2.180  -2.846
C  4.016  -0.055  2.250
H  5.032  0.213  1.994
C  -1.529  1.938  -3.954
C  -1.418  3.503  -0.053
N  -6.139  -4.076  -1.990
I  -0.365  2.500  1.452
C  0.835  -3.146  0.162
H  -0.157  -3.342  0.569
H  -4.246  -1.344  -3.206
C  3.348  1.132  -3.380
C  -2.758  4.856  -2.027
H  4.048  1.368  -4.172
Ir  -0.140  0.095  -0.179
H  -0.337  -0.148  3.887
C  2.377  -0.910  3.757
C  -2.650  -0.714  -1.924
H  2.218  -2.607  -2.427
C  3.060  -0.188  -3.076
H  -1.087  -3.157  -1.609
C  3.701  -0.623  3.479
C  -2.193  3.087  -3.649
H  -1.984  -2.020  1.114
C  -2.151  3.614  -2.339
C  -0.817  1.669  -1.662
H  2.803  -2.112  -0.843
H  -2.735  3.631  -4.414
H  0.349  -3.785  -2.418
C  1.547  0.516  -1.354
H  4.473  -0.829  4.209
H  -1.908  5.130  1.231
C  -0.798  1.253  -2.960
C  -2.465  -1.838  0.166
C  -5.299  -3.337  -1.721
H  2.081  -1.342  4.707
N  0.714  -2.253  -0.997
H  -3.283  5.382  -2.816
C  2.998  0.170  1.344
H  1.468  2.646  -1.027
C  -3.755  -1.483  -2.252

HOMO level (spin up / spin down) ... -0.38355 / -0.38742 Eh
LUMO (spin up / spin down) ... -3.8 / -3.7 eV
Total charge ... +1
Multiplicity ... 2

(2)
Entry from OMol25: a structure of composition C32H29IIrN3O (ωB97M-V/def2-TZVPD).

CARTESIAN COORDINATES (ANGSTROEM)
C  0.141  2.366  -0.629
H  -5.310  -0.673  -4.185
C  3.006  3.359  2.113
C  1.081  1.575  2.946
C  -1.806  3.506  1.037
C  0.555  -0.445  -2.597
C  -1.560  -3.390  0.665
H  2.984  0.593  0.628
H  3.752  4.038  1.728
H  1.560  -0.379  -2.213
H  -2.615  3.932  1.618
C  -0.483  -2.586  0.281
H  3.803  -0.761  -0.148
H  -0.846  -0.627  -5.689
N  1.111  1.975  1.655
C  -1.937  5.431  -0.495
C  1.973  2.122  3.856
H  1.787  -5.118  -0.137
C  2.175  -1.497  1.762
N  1.789  -1.123  0.374
C  0.713  -3.265  -0.010
C  -0.751  -0.576  -4.612
H  0.766  -0.022  4.260
C  -0.476  3.516  -1.012
C  -1.803  -0.531  -2.394
C  -1.451  -4.776  0.748
C  2.859  -0.212  -0.089
H  -1.644  1.827  2.275
H  -3.230  -0.713  -5.508
C  0.459  -0.481  -4.006
C  -1.917  -0.593  -3.812
C  -4.344  -0.630  -3.700
C  -0.114  1.706  0.663
H  1.469  -2.214  2.168
C  2.926  3.038  3.456
C  -4.271  -0.528  -2.298
C  -0.514  -0.497  -1.733
C  2.075  2.824  1.253
H  -0.653  1.010  4.070
C  -1.398  4.160  -0.153
O  -0.346  -0.419  2.594
H  -2.314  -5.361  1.043
C  -3.192  -0.654  -4.428
C  0.838  -4.641  0.085
H  1.920  1.799  4.887
H  -0.287  3.938  -1.991
Ir  -0.323  -0.526  0.301
C  1.860  -2.400  -0.417
I  -2.901  -0.219  0.334
H  2.050  3.093  0.209
H  -0.982  -1.012  3.012
H  -5.175  -0.477  -1.705
N  -2.358  6.469  -0.762
H  1.368  -0.449  -4.593
H  3.171  -1.947  1.741
C  0.159  0.517  3.529
H  1.784  -2.140  -1.469
C  -0.255  -5.409  0.461
C  -3.040  -0.486  -1.718
H  2.219  -0.609  2.387
H  2.835  -2.867  -0.250
H  0.799  1.874  -1.337
H  -2.524  -2.956  0.898
C  -1.238  2.332  1.405
H  -0.171  -6.485  0.533
H  2.639  0.216  -1.060
H  3.601  3.479  4.177

HOMO level (spin up / spin down) ... -0.36079 / -0.36699 Eh
LUMO (spin up / spin down) ... -3.6 / -3.9 eV
Total charge ... +1
Multiplicity ... 2

Most stable pick: (2). Distance to second place: 0.0280 hartree.